Version w
An isolated molecule of C19H18N2O7, computed with ωB97M-V with the def2-TZVPD basis set.

Values from the calculation:
LUMO level, eV: 0.090
E_HOMO, eV: -8.27

Structure (ORCA input):
```
! RIJCOSX wB97M-V def2-TZVPD def2/J DEFGRID3
* xyz 0 1
C 6.1166 0.0147 0.7905
C 5.1650 -1.0282 0.3538
H 5.0343 -1.6549 1.1382
H 5.3345 -1.6001 -0.5789
O 3.7958 -0.5199 -0.0213
C 2.6454 -1.2057 0.0225
O 2.6686 -2.4609 0.1765
C 1.4381 -0.3859 -0.4312
C 0.2576 -1.0748 -0.7494
N 0.1848 -2.4975 -0.6748
C -1.0369 -3.0342 -0.7006
O -0.9978 -4.3377 -0.8133
C -2.3045 -2.7131 -1.0055
N -2.5947 -1.4728 0.1687
C -3.4564 -0.4827 -0.1331
C -4.3246 -0.0495 -0.9059
C -4.9161 0.9996 -0.7618
C -4.8851 1.8072 0.4617
C -3.9344 1.5187 1.3527
C -3.3756 0.2886 1.3157
O -2.5242 -0.4151 1.9373
C -2.1395 -1.4177 1.5291
O -1.2269 -2.1702 1.8771
H -4.0146 1.9965 2.5212
H -5.4096 2.9443 0.2684
H -5.5087 1.5659 -1.6042
H -4.3316 -0.7425 -1.9620
H -3.0547 -3.1550 -0.9299
H -2.4097 -2.0550 -1.7493
H 1.0557 -2.9736 -0.3519
O -0.6491 -0.1461 -1.0823
C -0.1949 0.9856 -1.0632
C 1.1567 1.0256 -0.4600
C 1.8516 2.0963 -0.1846
O 1.7814 3.1275 -0.8788
C 2.6561 2.4228 1.1799
H 3.5357 1.6197 0.8638
H 2.8945 3.2564 1.6722
H 1.9813 1.8243 1.9403
C -1.1876 2.2603 -1.1792
H -0.4336 2.9857 -1.0927
H -2.0415 2.2555 -0.3306
H -1.5846 1.9445 -2.2404
H 6.9783 -0.6172 0.8496
H 6.0350 0.8168 -0.1579
H 5.9698 0.4538 1.6234
*
```


Version x
An isolated molecule of C19H18N2O7, computed with ωB97M-V with the def2-TZVPD basis set.

Values from the calculation:
LUMO level, eV: -0.870
E_HOMO, eV: -7.81

Structure (ORCA input):
```
! RIJCOSX wB97M-V def2-TZVPD def2/J DEFGRID3
* xyz 0 1
C 4.0155 -3.5076 -5.5049
H 5.0299 -3.8822 -5.6330
O 3.9040 -3.1772 -4.1432
C 2.7175 -2.6785 -3.6971
C 1.5944 -2.4601 -4.4747
C 0.4265 -1.9470 -3.9276
C 0.3767 -1.6441 -2.5795
C 1.5027 -1.8580 -1.7792
C 2.6669 -2.3708 -2.3180
O 3.8097 -2.6159 -1.6198
C 3.8212 -2.3555 -0.2401
H 4.8156 -2.6364 0.1030
H 3.0742 -2.9554 0.2913
H 3.6538 -1.2938 -0.0269
H 1.4463 -1.6176 -0.7283
N -0.7643 -1.1230 -1.9539
C -1.9810 -0.8665 -2.4825
O -2.3216 -1.0502 -3.6287
C -2.9778 -0.3154 -1.4559
H -3.7168 -1.0969 -1.2438
H -3.5048 0.5411 -1.8904
O -2.3491 0.0716 -0.2402
C -2.7654 1.2222 0.3319
O -3.6281 1.9249 -0.1239
C -2.0022 1.4929 1.5613
C -2.3767 2.4735 2.3851
C -1.6457 2.8518 3.5888
C -0.2661 3.0499 3.5326
C 0.4415 3.4727 4.6427
C -0.2105 3.7154 5.8437
C -1.5741 3.5171 5.9303
C -2.2808 3.0828 4.8155
N -3.6883 2.8181 4.9647
O -4.2192 2.1082 4.1361
O -4.2513 3.3080 5.9192
H -2.1115 3.6794 6.8525
H 0.3430 4.0495 6.7069
H 1.5085 3.6187 4.5713
H 0.2411 2.8893 2.5937
H -3.2647 3.0394 2.1308
H -1.1681 0.8403 1.7705
H -0.6641 -0.9190 -0.9676
H -0.4376 -1.7870 -4.5484
H 1.6079 -2.6880 -5.5278
H 3.8699 -2.6319 -6.1462
H 3.3030 -4.2885 -5.7906
*
```


Most favorable first, least favorable last: version x, version w